Computed, not measured: C10H20GaN4O7 as an isolated structure at a distorted geometry, with ωB97M-V with the def2-TZVPD basis set.

ORCA input file:
```
! wB97M-V def2-TZVPD RIJCOSX def2/J DEFGRID3
* xyz 1 1
O 3.772 1.237 0.166
H 4.450 1.622 0.733
Ga 0.585 0.015 0.225
N -0.201 -1.536 -0.733
N 1.333 0.266 -1.647
N -1.067 0.133 1.359
N 0.526 1.926 0.607
O -1.051 -2.366 -0.156
O -2.124 -0.762 1.448
O 1.417 2.838 0.048
O 1.891 1.350 -2.092
C 1.197 -0.814 -2.472
C 0.243 -1.767 -2.002
C -1.311 1.333 1.916
C -0.362 2.324 1.547
C -0.232 -2.953 -2.753
H -1.308 -2.891 -2.968
H -0.064 -3.856 -2.151
H 0.290 -3.070 -3.717
C 2.002 -0.898 -3.715
H 3.078 -0.797 -3.496
H 1.713 -0.137 -4.451
H 1.879 -1.871 -4.196
C -2.516 1.585 2.774
C -0.308 3.670 2.179
H -2.947 0.624 3.091
H -3.297 2.116 2.199
H -2.246 2.178 3.666
H 0.381 4.354 1.679
H -0.018 3.572 3.240
H -1.289 4.161 2.223
H -1.836 -1.506 0.781
H 1.662 2.398 -0.863
C 3.091 0.195 0.869
H 2.717 -0.537 0.128
H 2.317 0.638 1.508
H 3.793 -0.340 1.536
O 1.000 -2.200 1.869
H 0.700 -1.826 2.716
H 0.153 -2.453 1.387
O -1.775 2.010 -2.697
C -1.390 1.392 -1.809
*
```

Summary:
E_LUMO (alpha / beta): -5.463 / -5.482 eV
HOMO level (alpha / beta): -10.9 / -11.1 eV